1.
{"formula": "C45H123BeF12N9O12P2", "method": "the ωB97M-V functional and the def2-TZVPD basis", "symbols": ["P", "P", "F", "F", "F", "F", "F", "F", "F", "F", "F", "F", "F", "F", "O", "O", "O", "O", "O", "O", "O", "O", "O", "O", "O", "O", "N", "N", "N", "N", "N", "N", "N", "N", "N", "C", "C", "C", "C", "C", "C", "C", "C", "C", "C", "C", "C", "C", "C", "C", "C", "C", "C", "C", "C", "C", "C", "C", "C", "C", "C", "C", "C", "C", "C", "C", "C", "C", "C", "C", "C", "C", "C", "C", "C", "C", "C", "C", "C", "C", "Be", "H", "H", "H", "H", "H", "H", "H", "H", "H", "H", "H", "H", "H", "H", "H", "H", "H", "H", "H", "H", "H", "H", "H", "H", "H", "H", "H", "H", "H", "H", "H", "H", "H", "H", "H", "H", "H", "H", "H", "H", "H", "H", "H", "H", "H", "H", "H", "H", "H", "H", "H", "H", "H", "H", "H", "H", "H", "H", "H", "H", "H", "H", "H", "H", "H", "H", "H", "H", "H", "H", "H", "H", "H", "H", "H", "H", "H", "H", "H", "H", "H", "H", "H", "H", "H", "H", "H", "H", "H", "H", "H", "H", "H", "H", "H", "H", "H", "H", "H", "H", "H", "H", "H", "H", "H", "H", "H", "H", "H", "H", "H", "H", "H", "H", "H", "H", "H", "H", "H", "H", "H", "H", "H"], "coordinates": [[-2.849, -7.958, -0.296], [0.815, -0.037, -0.324], [1.173, 1.381, -1.003], [-1.806, -8.316, 0.867], [-0.784, 0.348, -0.540], [0.727, 0.603, 1.144], [-3.818, -7.284, 0.850], [-1.865, -8.388, -1.492], [2.422, -0.351, -0.125], [-3.539, -9.378, -0.188], [0.825, -0.750, -1.819], [-3.887, -7.454, -1.371], [-1.993, -6.193, -0.468], [0.387, -1.430, 0.242], [0.697, -3.704, 3.214], [0.453, -6.028, -1.764], [6.816, 0.264, -1.616], [3.017, 2.475, -2.937], [3.599, 6.449, 4.053], [-3.355, 1.304, -3.397], [4.361, -3.510, -3.822], [-1.590, -2.306, 2.925], [-4.364, -4.731, -0.396], [-1.199, 3.003, 4.794], [-4.896, 0.598, 2.431], [-3.707, 4.379, -0.045], [-1.183, 3.789, -1.560], [-2.410, -4.855, 1.869], [4.347, 5.761, -2.341], [5.197, 1.233, 1.524], [1.105, -1.945, -4.759], [-2.715, 2.655, 2.646], [-1.681, -3.500, -0.792], [3.184, 6.740, 1.238], [0.177, -4.908, 0.611], [5.998, -1.015, 0.906], [2.246, -2.938, -4.775], [-0.578, 2.518, 5.954], [-4.024, 2.083, -4.356], [-4.308, -4.839, 3.363], [2.708, -3.360, -6.121], [2.231, 4.792, -1.410], [-5.268, 0.558, 0.046], [5.783, 0.794, -0.823], [-2.726, -1.730, -2.041], [-5.944, 0.671, 1.413], [5.627, -3.120, -3.348], [3.672, 4.513, -1.911], [-0.590, 2.445, -3.609], [1.218, -4.439, -0.315], [2.671, 5.607, 1.986], [1.026, -3.138, 4.481], [-4.056, -3.705, -1.327], [0.695, -7.039, -2.766], [3.430, -2.427, -4.001], [3.519, 3.702, -3.179], [6.434, 0.213, -3.004], [1.623, -5.605, -1.162], [-1.295, 4.647, 2.388], [2.056, -1.944, 4.411], [-2.734, -2.910, 3.498], [2.359, 6.077, 3.396], [-3.537, 6.263, -1.581], [-4.393, 5.222, -0.938], [-5.550, 5.873, -0.162], [2.741, 1.721, -4.098], [-3.396, -4.009, 2.579], [-2.727, 2.036, -2.350], [-2.962, -2.765, -0.948], [-1.709, 3.081, -2.836], [3.759, 4.530, 1.935], [-5.684, -5.259, -0.676], [1.554, -4.112, 5.512], [-6.816, 1.879, 1.521], [2.489, -3.932, 0.355], [6.079, 0.533, 0.649], [3.375, 6.634, 5.526], [-0.543, 2.585, 3.615], [-1.341, 3.130, 2.446], [-1.849, -0.941, 2.477], [-1.515, -4.958, 0.230], [-1.811, -5.222, 2.612], [2.604, -4.421, 5.221], [-0.612, 4.579, -1.851], [-4.203, 1.266, 2.367], [-0.536, 3.166, -1.079], [-6.492, -0.255, 1.618], [5.649, -2.831, -2.292], [-3.527, -1.007, -2.248], [1.097, -6.548, -3.663], [4.973, 2.158, 1.180], [-2.011, -0.285, 3.350], [-2.426, -3.407, 4.414], [-2.199, 1.357, -1.691], [6.023, -2.256, -3.935], [3.521, -4.075, -5.959], [0.344, 3.105, 6.132], [-6.329, -4.417, -0.811], [7.099, 0.795, 0.923], [0.472, 2.962, 3.667], [-1.768, 5.016, 1.496], [-5.954, -5.886, 0.163], [-0.256, 4.960, 2.389], [1.854, -3.826, -4.257], [1.000, -5.038, 5.506], [-0.940, 2.725, 1.512], [-0.277, -7.542, -3.035], [0.172, 3.180, -3.887], [3.699, 3.719, 2.658], [-2.903, 6.836, -0.910], [3.063, -2.211, 4.154], [-7.171, 1.862, 2.555], [-6.341, 5.131, 0.137], [-3.456, 2.551, -1.715], [1.731, 6.967, 3.381], [-4.604, 1.364, -4.935], [-4.797, 4.635, -1.759], [4.014, 7.128, 1.704], [1.803, 5.381, -2.219], [-5.956, 0.704, -0.805], [-0.495, 1.503, 3.582], [0.072, -3.002, 2.900], [0.630, -5.710, 1.029], [1.581, -3.688, 6.479], [5.036, -1.394, 0.557], [2.495, 7.478, 1.222], [-2.906, 5.896, -2.407], [4.317, 0.785, 1.670], [-3.146, -2.330, 0.031], [3.665, 4.033, 0.937], [3.116, -4.784, 0.412], [1.776, 3.810, -1.162], [-1.793, -1.237, -1.743], [-1.043, 1.954, -4.496], [5.470, -0.277, -3.049], [-1.395, -3.798, -1.702], [1.817, 5.275, 3.896], [-5.339, -4.939, 2.884], [-4.916, -3.141, -1.661], [-2.820, 4.151, -0.417], [-2.750, -0.856, 1.853], [4.253, 4.012, -1.103], [-7.623, 1.807, 0.815], [5.275, 5.456, -2.584], [3.065, -3.172, -0.201], [2.071, -1.490, 5.392], [-5.121, 6.317, 0.717], [-1.036, -2.764, -0.412], [-0.087, 1.683, -3.044], [3.055, -2.582, -6.814], [5.818, 1.850, -0.922], [-2.925, 2.981, 3.581], [-4.153, 7.005, -2.119], [-4.469, -4.606, 4.405], [3.934, -1.593, -4.527], [2.965, 5.731, 5.907], [-1.726, 5.088, 3.307], [-1.245, 2.570, 6.820], [-3.406, 2.739, -5.004], [0.071, -2.746, 4.883], [2.272, 5.483, -0.576], [6.779, -1.552, 0.394], [-2.996, -5.659, 1.640], [-3.995, -3.521, 1.823], [-5.966, 6.597, -0.855], [-3.276, 3.290, 2.110], [4.498, 6.324, -1.534], [-5.576, -5.851, -1.574], [6.220, -4.038, -3.471], [-0.901, -0.700, 2.046], [-4.467, 1.298, -0.001], [-3.998, -5.867, 3.365], [1.883, -6.387, -0.487], [1.132, -1.236, -5.498], [6.105, -1.186, 1.970], [2.241, 0.820, -3.770], [1.963, -3.949, -6.690], [-4.802, -0.419, -0.099], [1.082, -1.533, -3.816], [2.370, -3.599, 1.403], [2.114, 2.263, -4.803], [6.399, 1.235, -3.443], [7.158, -0.379, -3.570], [-4.761, 2.764, -3.836], [-2.619, -2.209, -3.030], [2.783, 7.533, 5.684], [4.826, 0.322, -1.052], [4.529, 3.621, -3.644], [-3.491, -2.150, 3.642], [-6.220, 2.811, 1.382], [2.844, 4.275, -3.864], [4.328, 6.880, 5.887], [1.401, -7.776, -2.445], [0.175, -4.212, 1.374], [1.702, -1.180, 3.736], [-3.688, -4.192, -2.245], [2.439, -5.341, -1.847], [3.676, 1.375, -4.554], [0.685, -3.706, -0.916], [-2.222, 3.795, -3.475], [4.727, 5.011, 2.029], [-0.271, 1.483, 5.893], [1.777, 5.236, 1.475], [3.099, -1.984, -3.067]], "forces_ev_per_angstrom": [[-1.02, -1.18, 0.03], [0.49, 1.92, -1.73], [0.16, -0.20, 0.34], [0.20, 0.87, -0.93], [0.48, -0.38, 0.16], [0.36, 0.17, 0.18], [0.94, -0.04, -0.45], [-0.01, 0.47, 1.30], [-1.21, -0.10, -0.11], [0.19, 0.24, 0.06], [0.22, 0.36, 0.39], [0.23, 0.57, -0.23], [-0.68, -1.68, -0.01], [-0.26, -1.99, 1.10], [-0.04, 0.73, 0.18], [-0.66, -1.14, -1.86], [0.22, -0.59, -1.25], [-1.03, -1.93, 0.41], [-1.33, -0.44, 1.46], [0.76, 0.02, 0.23], [-0.93, 0.76, 0.22], [-0.89, 0.53, -0.40], [-0.55, 1.02, 0.32], [-0.50, -0.31, 0.50], [-1.20, -0.52, -0.02], [0.80, -0.37, 0.24], [-0.92, -0.42, -1.26], [0.34, -0.79, -0.09], [-0.37, -0.92, -0.01], [-0.25, 0.91, 0.61], [0.89, -0.78, 0.24], [-0.14, 0.19, 0.01], [-0.05, 0.36, 2.06], [0.64, 0.55, -0.71], [0.36, 0.49, 1.35], [-0.30, 1.29, 0.10], [-1.40, 1.08, 0.27], [0.57, 0.58, 0.38], [-1.16, 0.76, 0.72], [-3.08, -1.75, 0.22], [-0.23, -1.35, -1.59], [1.39, 0.01, 0.02], [-0.09, -0.08, -0.24], [0.87, -0.64, 0.92], [-0.14, 0.15, -0.27], [1.97, -0.90, -0.20], [0.30, -0.14, -0.51], [-0.88, 0.50, 0.38], [-0.29, -0.13, -1.00], [0.31, 1.06, -0.79], [0.82, 0.36, 0.49], [0.60, 1.31, 1.10], [0.42, -1.20, -1.05], [-1.57, 0.73, -0.64], [1.03, 0.08, 0.14], [1.35, 1.42, -0.84], [0.50, 0.64, 0.83], [-0.80, 0.72, -0.23], [0.57, 0.04, 0.92], [-1.69, -0.52, 0.01], [0.13, -1.12, -1.30], [0.65, -0.11, 0.34], [0.57, 1.19, -1.45], [-0.74, -0.09, 0.39], [-0.18, -1.37, -0.73], [0.53, -0.38, 0.64], [1.01, 2.55, -0.38], [0.09, 0.81, -0.08], [-0.08, -0.12, 0.08], [0.60, 0.03, 1.88], [-0.48, -0.59, -1.06], [1.79, 0.01, 0.17], [1.48, -1.46, -2.21], [0.85, 0.49, 1.20], [-0.12, 0.93, 0.72], [0.39, -2.42, -0.23], [-0.04, 0.72, -3.37], [-0.01, 0.24, 0.12], [0.16, -0.10, 0.07], [0.12, -0.49, 1.17], [-0.03, 1.37, 0.36], [0.29, 0.02, -0.15], [-0.94, 0.40, 0.41], [-0.09, -0.04, 0.02], [0.20, 0.46, -0.40], [-0.09, -0.21, -0.21], [-0.29, 0.26, -0.08], [-0.24, 0.05, 0.08], [0.19, 0.00, 0.69], [-0.02, -0.12, 0.06], [0.16, 0.09, 0.01], [-0.03, -0.29, -0.20], [-0.05, 0.10, 0.37], [-0.04, -0.45, -0.22], [-0.09, -0.84, 0.25], [0.11, 0.27, -0.15], [-0.27, -0.16, 0.23], [-0.82, 0.28, -0.04], [0.26, 0.35, -0.39], [0.51, 0.17, -0.40], [-0.36, 0.25, -0.23], [-0.17, -0.06, 0.06], [0.29, 0.20, -0.19], [0.18, 0.10, 0.00], [-0.46, -0.24, 0.21], [0.01, -0.13, 0.11], [1.05, 0.68, 0.47], [-0.20, -0.03, -0.21], [-0.25, 0.19, 0.34], [0.05, -0.11, 0.36], [0.39, -0.48, -0.25], [-0.39, 0.37, -0.18], [0.83, 0.68, -0.29], [-0.32, 0.00, -0.25], [-0.36, 0.06, -0.12], [0.13, 0.23, -0.29], [-0.35, -0.37, -0.21], [-0.51, -0.32, -0.16], [-0.70, -0.40, -0.18], [0.14, 0.10, 0.35], [-0.03, -0.39, -0.08], [0.17, -0.79, -0.02], [-0.51, -0.54, 0.56], [-0.05, 0.50, 0.99], [-0.15, -0.03, 0.10], [-0.09, 0.18, -0.07], [0.02, -0.32, 0.56], [-0.57, -0.57, -0.11], [-0.17, 0.37, 0.05], [0.35, 0.48, 0.67], [1.02, -0.90, 0.24], [-0.12, 0.83, -0.30], [-0.35, 0.34, -0.61], [0.54, 0.31, 0.21], [-0.42, 0.06, -0.35], [0.64, -0.02, -0.83], [0.09, -0.13, 0.62], [1.18, 0.44, 0.60], [-0.56, 0.27, 0.31], [-0.36, 0.18, -0.09], [0.49, -0.12, -0.18], [-0.31, -0.15, -0.69], [-0.46, 0.19, -0.26], [0.51, 0.13, -0.45], [-0.66, -0.19, 0.05], [0.10, 0.13, 0.38], [-0.04, 0.49, 0.45], [-0.27, -0.96, -0.81], [0.15, -0.40, 0.44], [-0.01, 0.18, 0.50], [-0.70, 1.33, -0.53], [-0.19, -0.36, 0.47], [-0.09, -0.21, 0.39], [0.09, 0.55, 0.26], [-0.12, -0.27, -0.20], [-0.40, -0.59, 0.65], [-0.09, -0.19, -0.52], [-0.01, 0.39, -0.29], [0.01, -0.62, 0.28], [0.38, 0.15, -0.09], [-0.06, -0.20, 0.35], [0.33, -0.03, -0.28], [0.12, -0.23, -0.26], [0.21, 0.32, -0.37], [-0.39, 0.30, 0.35], [-0.62, 0.16, -0.85], [-0.16, 0.69, 0.79], [-0.50, -0.21, -0.28], [0.26, 0.60, 0.04], [0.02, 0.67, -0.76], [-0.08, 0.13, -0.16], [0.44, -0.66, 0.16], [1.16, -0.87, 0.66], [0.32, -0.33, 0.58], [-0.08, -0.17, 0.26], [-0.38, -0.13, 0.11], [0.00, 0.42, 0.38], [0.01, -0.05, 0.15], [-0.22, 0.16, -0.79], [-0.25, 0.12, -0.63], [0.02, 0.13, -0.18], [-0.17, -0.49, 0.22], [0.07, 0.11, 0.30], [0.53, -0.46, -0.45], [0.39, -0.16, 0.43], [-0.59, -0.21, 0.05], [-0.29, 0.37, -0.21], [-0.31, 0.10, -0.21], [-0.24, 0.07, 0.55], [-0.45, -0.58, -0.12], [0.54, -0.13, 0.23], [1.40, -0.14, 0.74], [0.44, -0.53, 0.49], [0.13, -0.49, -0.13], [-0.07, 0.26, -0.43], [-0.14, -0.12, -0.15], [-0.11, -0.11, -0.01], [0.06, 0.32, -0.32], [0.73, 0.29, -0.32], [0.01, 0.48, 0.23], [0.19, -0.11, 0.00], [0.03, -0.55, -0.40], [-0.07, 0.12, 0.31], [0.00, -0.16, 0.67]], "total_charge": 0, "homo_ev": -8.8}


2.
{"formula": "C8H9NO2", "method": "the ωB97M-V functional and the def2-TZVPD basis", "symbols": ["O", "O", "N", "C", "C", "C", "C", "C", "C", "C", "C", "H", "H", "H", "H", "H", "H", "H", "H", "H"], "coordinates": [[1.333, -2.217, 0.395], [0.619, -2.026, -1.624], [0.434, -2.951, -0.502], [-1.761, 0.705, 1.784], [-0.685, -0.211, 1.514], [-0.784, 0.530, -0.749], [2.140, -0.064, -0.415], [-0.195, -0.341, 0.176], [-2.390, 1.405, 0.780], [-1.853, 1.371, -0.512], [1.046, -0.996, -0.183], [-0.382, 0.569, -1.709], [-3.358, 1.875, 1.012], [-2.222, 2.204, -1.259], [-2.080, 0.713, 2.822], [-0.329, -0.735, 2.383], [1.749, 1.042, -0.403], [2.937, -0.135, 0.392], [2.782, -0.205, -1.350], [0.855, -3.817, -0.651]], "forces_ev_per_angstrom": [[0.15, -0.55, 0.02], [0.81, 0.89, 2.71], [-1.58, 3.22, 0.74], [1.21, -1.90, -0.11], [-0.77, 1.03, -1.21], [-0.39, 0.20, 0.23], [2.63, 2.82, -0.39], [-2.41, 1.73, 2.31], [-0.67, -0.06, 0.22], [-0.73, 1.81, -0.20], [-0.75, -2.80, -2.89], [0.75, -0.14, -1.56], [0.78, 0.29, -0.23], [0.76, -2.29, 1.19], [-0.28, 0.23, -0.23], [0.50, -0.37, -0.19], [0.85, -2.20, -0.08], [-1.17, -0.09, -0.54], [-1.31, -0.20, 1.03], [1.63, -1.61, -0.78]], "relative_energy_kcal_mol": 133.4, "total_charge": 0, "homo_ev": -8.7}


3.
{"formula": "C3H8N2O", "method": "the ωB97M-V functional and the def2-TZVPD basis", "symbols": ["O", "N", "N", "C", "C", "C", "H", "H", "H", "H", "H", "H", "H", "H"], "coordinates": [[-0.116, 1.433, -1.081], [1.675, 0.332, 0.336], [-0.403, 0.161, -0.566], [0.586, -0.346, 0.232], [0.316, -1.634, 1.002], [-1.799, 0.141, -0.143], [1.274, -2.083, 1.332], [0.755, 1.630, -0.667], [-0.284, -1.420, 1.889], [-0.242, -2.334, 0.374], [2.349, -0.108, 0.945], [-2.081, -0.854, 0.174], [-1.937, 0.873, 0.661], [-2.428, 0.407, -0.992]], "forces_ev_per_angstrom": [[0.19, -0.06, 0.18], [-0.49, 0.00, -0.33], [-0.47, -0.26, -0.29], [0.69, 0.09, 1.05], [0.15, 0.19, -0.44], [0.37, 0.20, -0.11], [-0.61, 0.26, -0.31], [-0.02, -0.03, -0.06], [0.00, 0.01, -0.01], [0.18, -0.05, 0.18], [0.06, -0.13, -0.04], [0.03, -0.16, 0.16], [-0.20, -0.12, -0.01], [0.12, 0.07, 0.04]], "relative_energy_kcal_mol": 58.4, "total_charge": 0, "smiles": "[H]/N=C(\\C)N(C)O", "homo_ev": -8.7}


4.
{"formula": "C5H9N3", "method": "the ωB97M-V functional and the def2-TZVPD basis", "symbols": ["N", "N", "N", "C", "C", "C", "C", "C", "H", "H", "H", "H", "H", "H", "H", "H", "H"], "coordinates": [[2.562, -2.013, 0.740], [0.789, -1.907, -0.788], [-0.958, -0.414, -0.967], [-1.267, 2.663, 0.047], [-0.445, -1.498, -1.377], [1.657, -1.298, 0.200], [-0.737, 0.150, 0.318], [-0.869, 1.359, 0.783], [-0.467, 3.552, 0.095], [1.284, -0.332, 0.358], [-0.823, 1.414, 1.915], [-1.535, 2.262, -0.913], [-0.560, -0.693, 0.981], [-0.755, -1.893, -2.304], [1.177, -2.762, -1.292], [3.114, -1.690, 1.574], [-2.169, 3.100, 0.631]], "forces_ev_per_angstrom": [[-0.25, 0.29, 0.25], [0.75, -3.00, -2.08], [-2.01, 1.10, -0.22], [0.48, 0.59, 2.41], [3.40, 3.22, 2.84], [-0.29, -2.65, -0.55], [-0.22, -3.00, -1.41], [-0.35, 2.89, 2.09], [-1.53, -2.30, -0.49], [0.42, 1.51, 0.76], [0.16, 0.03, -1.46], [-0.18, 0.90, -0.85], [-0.07, 0.36, 0.74], [-0.18, -1.03, -0.77], [-0.43, 1.46, 1.56], [-0.97, 0.42, -1.56], [1.26, -0.78, -1.26]], "relative_energy_kcal_mol": 68.3, "total_charge": 0, "smiles": "[H]/N=C/N/C=N\\C=C/C", "homo_ev": -8.4}


5.
{"formula": "C4H4N2O", "method": "the ωB97M-V functional and the def2-TZVPD basis", "symbols": ["O", "N", "N", "C", "C", "C", "C", "H", "H", "H", "H"], "coordinates": [[2.252, -1.000, -0.055], [-1.712, 0.115, 0.051], [-0.019, -1.547, -0.025], [-0.725, 1.049, 0.050], [-1.249, -1.189, 0.011], [0.447, 0.627, 0.012], [1.107, -0.647, -0.026], [2.262, 1.984, -0.374], [2.308, 2.017, 0.368], [-2.700, 0.321, 0.081], [-2.022, -1.955, 0.010]], "forces_ev_per_angstrom": [[-0.55, 0.18, 0.01], [-0.05, -0.07, 0.00], [-0.25, 0.08, 0.01], [0.39, -0.32, -0.02], [0.12, 0.01, 0.00], [-0.45, 0.07, 0.02], [0.37, -0.09, -0.01], [0.11, 0.08, 0.02], [0.10, 0.06, -0.02], [0.13, -0.06, -0.01], [0.07, 0.07, 0.00]], "relative_energy_kcal_mol": 108.6, "total_charge": 0, "smiles": "O=c1c#c[nH]cn1.[H][H]", "homo_ev": -10.0}


Sequential E output: -5080.29148; -515.26622; -303.79904; -360.08844; -339.40854 a.u.
Sequential orbital gap output: 9.029; 9.076; 9.602; 9.202; 9.416 eV